(1)
{
  "formula": "C6H6ClN4O2P",
  "method": "ωB97M-V/def2-TZVPD",
  "homo_lumo_gap_ev": 9.19,
  "de_lowest_ev": 0.000,
  "lumo_ev": 0.72,
  "largest_force_ha_per_bohr": 0.06222,
  "homo_ev": -8.473,
  "total_charge": 0,
  "species": ["O", "C", "N", "C", "C", "N", "P", "Cl", "N", "C", "C", "N", "C", "O", "H", "H", "H", "H", "H", "H"],
  "coordinates": [[-1.6548, 0.8980, -1.0180], [-0.8741, 0.2273, -1.6700], [-1.2052, -0.5518, -2.7658], [-0.1220, -1.2767, -3.1323], [0.8644, -1.0321, -2.2831], [0.4590, -0.0719, -1.3951], [1.4746, 0.6461, -0.1690], [1.0820, 2.6271, -0.4977], [0.3739, 0.4791, 1.1852], [-0.7525, -0.2695, 1.5866], [-0.8480, -0.1276, 2.9216], [0.1644, 0.6697, 3.4168], [1.0046, 0.8928, 2.3124], [2.1493, 1.3280, 2.2096], [-1.9031, -0.2326, -3.3667], [0.0481, -2.0183, -3.8496], [1.9042, -1.4343, -2.0756], [-1.2968, -0.7797, 0.7739], [-1.5585, -0.4026, 3.6042], [0.6907, 0.4291, 4.2124]]
}



(2)
{
  "formula": "C5H4F3NO2",
  "method": "ωB97M-V/def2-TZVPD",
  "homo_lumo_gap_ev": 8.76,
  "de_lowest_ev": 4.861,
  "lumo_ev": -0.71,
  "largest_force_ha_per_bohr": 0.07561,
  "homo_ev": -9.467,
  "total_charge": 0,
  "species": ["C", "C", "C", "C", "C", "N", "O", "O", "F", "F", "F", "H", "H", "H", "H"],
  "coordinates": [[0.6492, -0.1242, -0.8796], [-1.5879, 1.6177, 0.0774], [-1.4965, -0.8473, -0.1209], [2.0120, -0.6142, -1.2478], [-0.7883, 1.5952, 1.3064], [-0.1498, -1.1036, -0.4761], [-2.0713, -1.6760, 0.5188], [-1.8813, 0.4599, -0.4533], [-1.5278, 2.1567, 2.3498], [-0.4315, 0.3793, 1.7647], [0.3000, 2.3985, 1.2297], [2.0174, -1.7653, -1.1860], [2.5412, -0.2615, -0.3454], [2.2638, -0.0964, -2.2439], [0.1509, -2.1189, -0.2938]]
}



(3)
{
  "formula": "C24H28CuN10O2PS",
  "method": "ωB97M-V/def2-TZVPD",
  "homo_lumo_gap_ev": [4.98, 4.56],
  "multiplicity": 2,
  "lumo_ev": [1.47, 1.47],
  "largest_force_ha_per_bohr": 0.03976,
  "homo_ev": [-3.511, -3.086],
  "total_charge": -1,
  "species": ["Cu", "C", "C", "C", "C", "C", "N", "C", "C", "C", "C", "C", "C", "C", "N", "C", "C", "C", "N", "C", "C", "N", "C", "C", "C", "N", "H", "H", "H", "H", "H", "H", "H", "H", "H", "H", "H", "H", "H", "H", "H", "H", "H", "H", "N", "C", "P", "O", "O", "C", "N", "H", "H", "H", "H", "H", "H", "H", "H", "H", "H", "S", "N", "C", "N", "C", "N"],
  "coordinates": [[-0.7980, 0.5152, -1.2777], [4.3694, -3.5525, -1.7069], [3.4332, -2.4609, -1.2826], [2.8861, -2.4535, -0.0037], [2.0556, -1.4388, 0.4058], [1.7174, -0.3666, -0.4360], [0.8668, 0.6145, -0.0111], [0.9169, 1.1554, 1.1723], [2.1109, 1.1672, 1.9423], [2.2533, 1.8714, 3.1018], [1.2150, 2.7184, 3.5801], [1.4894, 3.6239, 4.7457], [0.0334, 2.7386, 2.9251], [-0.2997, 1.7311, 1.8693], [-1.4368, 2.1593, 1.0752], [-2.6105, 2.5646, 1.6018], [-3.4671, 2.8241, 0.5554], [-2.7222, 2.5340, -0.5891], [-1.5039, 2.1373, -0.2509], [2.2061, -0.4262, -1.7600], [3.0535, -1.4531, -2.1565], [1.8282, 0.5418, -2.7091], [2.6064, 1.1382, -3.6388], [1.7989, 1.9917, -4.3567], [0.5272, 1.8428, -3.7911], [0.5698, 0.9663, -2.8092], [4.7949, -4.0461, -0.8359], [5.1802, -3.1497, -2.3100], [3.8450, -4.3022, -2.2997], [3.1034, -3.2592, 0.6813], [1.5985, -1.4679, 1.3800], [2.9560, 0.6312, 1.5350], [3.2006, 1.8527, 3.6216], [2.1858, 3.1511, 5.4343], [0.5694, 3.8487, 5.2790], [1.9318, 4.5636, 4.4136], [-0.7422, 3.4328, 3.2164], [-2.7664, 2.6382, 2.6606], [-4.4817, 3.1658, 0.6063], [-2.9993, 2.5950, -1.6261], [3.4182, -1.4695, -3.1754], [3.6542, 0.9233, -3.7200], [2.0769, 2.6373, -5.1641], [-0.4000, 2.3256, -4.0379], [-1.4142, -0.5318, 3.5652], [-2.5498, -1.1383, 2.8917], [-1.8078, -1.8795, 1.3420], [-0.7426, -2.8366, 1.7448], [-1.4425, -0.7920, 0.3830], [-3.2437, -2.8142, 0.6022], [-2.6897, -3.2494, -0.6672], [-0.6305, -1.1747, 3.4647], [-1.5832, -0.3816, 4.5567], [-0.6744, 0.8303, 2.4395], [-3.2844, -0.3650, 2.6580], [-3.0333, -1.9370, 3.4761], [-4.0999, -2.1662, 0.4087], [-3.5521, -3.6358, 1.2638], [-3.2444, -3.9841, -1.0978], [-1.7608, -3.6212, -0.4786], [-1.9862, -1.5783, -1.4578], [-2.8584, 2.8905, -4.1228], [-1.7613, -1.0648, -2.3164], [-1.9908, -1.3270, -3.4603], [-2.2435, -1.3684, -4.6533], [-1.9245, -2.0263, -5.7108], [-1.7084, -2.6037, -6.6844]]
}



(4)
{
  "formula": "C14H22AuIN4O3",
  "method": "ωB97M-V/def2-TZVPD",
  "homo_lumo_gap_ev": [1.77, 5.16],
  "multiplicity": 3,
  "de_lowest_ev": 0.000,
  "lumo_ev": [4.50, 4.48],
  "largest_force_ha_per_bohr": 0.07674,
  "homo_ev": [2.735, -0.685],
  "total_charge": -2,
  "species": ["C", "I", "H", "H", "H", "C", "C", "N", "C", "N", "H", "H", "C", "C", "N", "H", "N", "H", "Au", "C", "O", "C", "C", "H", "H", "H", "C", "H", "H", "H", "C", "H", "H", "H", "C", "H", "H", "H", "C", "C", "O", "O", "H", "H", "H"],
  "coordinates": [[-3.7562, -2.0137, -0.3800], [-2.4568, 0.9089, -1.9092], [-4.1531, -1.0887, -0.8290], [-4.1734, -2.0317, 0.6444], [-4.0640, -2.8426, -1.0488], [2.1562, -1.0069, -3.3490], [1.6702, 0.1570, -3.8117], [0.7515, 0.6006, -2.8693], [0.5951, -0.3063, -1.8777], [1.4911, -1.2853, -2.1615], [2.9352, -1.6251, -3.7269], [1.8993, 0.7553, -4.6892], [-0.5106, 0.0471, 4.0064], [-0.8779, -0.0143, 1.7745], [-0.1657, -0.5458, 2.8020], [-1.9273, 1.7068, 4.3711], [-1.6202, 0.9582, 2.3566], [-0.0670, -0.2562, 4.9503], [-0.7178, -0.3107, -0.2683], [-2.3001, -1.9047, -0.3754], [-1.6802, -2.9404, -0.2151], [-1.4069, 1.0020, 3.7361], [-2.5026, 1.8964, 1.6866], [-1.9445, 2.7799, 1.3394], [-3.2556, 2.2284, 2.4130], [-2.9989, 1.4307, 0.8249], [0.8193, -1.5966, 2.7001], [1.0220, -1.9475, 3.7195], [1.7596, -1.2194, 2.2681], [0.4430, -2.4221, 2.0810], [1.8191, -2.4434, -1.3708], [2.4463, -3.0718, -2.0011], [0.9247, -2.9816, -1.0550], [2.4096, -2.1511, -0.5008], [0.1665, 1.9137, -3.0086], [-0.9611, 1.8264, -2.9316], [0.3705, 2.2463, -4.0319], [0.5344, 2.6044, -2.2411], [2.9145, 2.3302, 0.5018], [1.9075, 1.2111, 0.3347], [2.2792, 0.0120, 0.4110], [0.7072, 1.6130, 0.0741], [3.3914, 2.2328, 1.4833], [2.4227, 3.3064, 0.4298], [3.7038, 2.2382, -0.2565]]
}